{"formula": "C21H32ClN6O", "method": "ωB97M-V/def2-TZVPD", "elements": ["Cl", "O", "N", "N", "N", "N", "N", "N", "C", "C", "C", "C", "C", "C", "C", "C", "C", "C", "C", "C", "C", "C", "C", "C", "C", "C", "C", "C", "C", "H", "H", "H", "H", "H", "H", "H", "H", "H", "H", "H", "H", "H", "H", "H", "H", "H", "H", "H", "H", "H", "H", "H", "H", "H", "H", "H", "H", "H", "H", "H", "H"], "xyz": [[-2.8745, -6.6910, -1.8057], [2.1396, 1.6905, -0.1093], [-0.9501, 0.1960, 0.8563], [-1.9732, 4.1215, 0.0687], [-0.7511, -2.1234, -0.8003], [-2.0109, 2.9041, 0.5908], [-0.8027, 4.5876, 0.0842], [0.0055, 3.6755, 0.6314], [-2.9735, 0.0985, 3.4625], [-1.7227, -4.3016, -1.3571], [-2.2734, 1.4511, 3.3509], [-0.7190, 0.2904, -0.6101], [4.3047, 2.1853, -0.8984], [-0.8290, -3.2735, -1.6306], [0.0431, -3.3709, -2.7198], [1.0544, -2.3047, -3.0167], [2.1628, 3.0931, -0.3846], [-0.7772, 2.6145, 0.9474], [3.6364, 3.4979, -0.4964], [-0.9189, -5.5256, -3.2641], [1.4251, 3.8703, 0.7180], [-1.7602, -5.4229, -2.1689], [-1.0911, -2.2629, 0.5935], [3.4722, 1.1744, -0.1192], [-1.3320, -0.9091, -1.3263], [-0.7626, 1.3812, 3.0846], [-0.0289, -4.5004, -3.5239], [-0.4406, -1.1051, 1.3497], [-0.3513, 1.3473, 1.6006], [1.6006, 4.9391, 0.5837], [-0.2976, 2.2777, 3.5013], [-3.9787, 0.2514, 3.8459], [0.6375, -1.1219, 1.1792], [1.3272, -1.7732, -2.1086], [-0.9542, -6.3970, -3.8969], [1.7817, 3.5577, 1.7029], [-2.7590, 2.0597, 2.5853], [1.6388, 3.2553, -1.3372], [-2.4294, -0.8916, -1.2000], [0.6651, -1.5873, -3.7393], [-0.3268, 0.5340, 3.6156], [-0.6869, -3.2032, 0.9702], [5.3569, 2.1451, -0.6332], [0.3607, 0.3311, -0.7714], [-2.4115, 1.9667, 4.3017], [0.6387, -4.5844, -4.3679], [-0.6455, -1.1988, 2.4147], [4.0069, 3.8297, 0.4743], [-1.1773, 1.2042, -0.9874], [-2.4520, -0.5529, 4.1611], [1.9466, -2.7508, -3.4482], [3.8313, 1.0829, 0.9140], [3.4450, 0.1846, -0.5779], [3.7851, 4.2921, -1.2219], [-3.0752, -0.4201, 2.5102], [-2.3979, -4.2423, -0.5188], [-1.9664, 0.2416, 1.0163], [4.1989, 2.0161, -1.9697], [-1.1193, -0.8334, -2.3915], [0.7361, 1.2520, 1.5083], [-2.1802, -2.2519, 0.7780]], "forces_ev_per_angstrom": [[-0.07, -0.08, 0.02], [-0.16, 0.09, 0.01], [-0.37, 0.22, 0.02], [-0.96, 0.46, -0.45], [-0.05, 0.00, 0.14], [0.25, -1.09, 0.46], [1.08, 1.05, -0.21], [-1.20, -1.08, 0.39], [0.04, 0.24, 0.10], [-0.01, -0.01, -0.02], [0.03, -0.08, 0.08], [-0.05, -0.11, -1.12], [-0.21, -0.06, 0.11], [0.01, -0.27, -0.19], [-0.02, 0.03, 0.03], [-0.04, -0.06, -0.05], [-0.01, 0.51, 0.02], [0.19, 0.66, -0.35], [-0.17, -0.24, -0.01], [-0.12, -0.06, 0.08], [0.73, -0.12, -0.46], [0.15, 0.13, -0.07], [0.23, 0.18, -0.01], [0.41, -0.17, 0.02], [0.15, 0.16, 0.15], [-0.20, -0.07, -0.05], [-0.11, 0.05, 0.10], [-0.01, -0.91, 0.34], [0.36, 0.47, 0.63], [-0.03, -0.08, 0.10], [0.11, -0.05, -0.09], [-0.11, -0.09, -0.03], [-0.07, 0.12, 0.01], [0.08, 0.08, 0.05], [-0.02, -0.11, -0.04], [0.00, 0.08, -0.07], [-0.01, 0.03, 0.16], [0.05, 0.04, 0.14], [0.02, -0.03, -0.07], [0.03, 0.13, -0.05], [0.09, 0.02, 0.03], [-0.05, 0.08, 0.09], [0.07, -0.02, -0.03], [-0.12, 0.01, 0.13], [0.00, 0.05, -0.04], [0.09, -0.02, -0.09], [-0.02, 0.16, -0.06], [0.05, 0.06, 0.05], [0.05, -0.05, 0.19], [0.03, -0.14, 0.04], [0.08, 0.03, -0.04], [0.00, -0.03, -0.10], [0.03, 0.03, 0.06], [0.00, 0.09, 0.02], [-0.05, -0.16, -0.10], [-0.10, 0.01, 0.11], [0.14, -0.03, -0.05], [0.04, -0.01, -0.02], [-0.03, 0.12, 0.04], [-0.26, -0.10, -0.06], [0.02, -0.06, 0.01]], "mulliken_charge": [-0.207, -0.181, 0.223, -0.790, 0.599, -0.077, -0.448, 1.022, -1.160, -0.330, -0.488, -0.018, -0.668, 0.086, 0.794, -1.596, 0.311, -0.728, -0.796, -0.662, -1.092, -0.124, -1.046, -0.574, -1.275, -0.993, -0.793, -0.706, 0.541, 0.397, 0.465, 0.428, 0.206, 0.215, 0.438, 0.315, 0.321, 0.262, 0.169, 0.307, 0.638, 0.626, 0.392, 0.078, 0.438, 0.454, 0.480, 0.360, 0.538, 0.297, 0.519, 0.318, 0.319, 0.394, 0.235, 0.515, 0.708, 0.303, 0.605, 0.039, 0.400], "orbital_gap_ev": 8.89, "e_above_lowest_kj_mol": 0.0, "lumo_ev": -2.21, "e_tot_ha": -1683.12616, "smiles": "CCC[C@H](c1nnnn1C[C@H]1CCCO1)[NH+]1CCN(c2cc(Cl)ccc2C)CC1", "total_charge": 1}

***

{"formula": "C21H32F2N5Si", "method": "ωB97M-V/def2-TZVPD", "elements": ["Si", "F", "F", "N", "N", "N", "N", "N", "C", "C", "C", "C", "C", "C", "C", "C", "C", "C", "C", "C", "C", "C", "C", "C", "C", "C", "C", "C", "C", "H", "H", "H", "H", "H", "H", "H", "H", "H", "H", "H", "H", "H", "H", "H", "H", "H", "H", "H", "H", "H", "H", "H", "H", "H", "H", "H", "H", "H", "H", "H", "H"], "xyz": [[1.0584, -0.8672, 3.2381], [3.9482, -0.2168, -1.0123], [2.9758, 0.9487, 0.8253], [-0.3592, -1.2945, -2.1244], [1.4415, -0.0739, -0.7247], [1.9484, -2.1662, -2.1500], [-1.9399, 3.6837, -6.8776], [-4.1982, 1.5443, -0.4291], [-0.8368, -4.4898, 6.4666], [2.7989, -1.2734, 2.5247], [-1.4770, -2.9616, 6.4878], [-1.9999, 3.4921, -5.5218], [-1.1640, 4.7811, -7.1465], [2.8431, -1.5826, 0.9171], [0.4540, -2.3040, 4.4332], [-2.4878, -0.0646, -1.5002], [1.1586, 0.8126, 4.2408], [1.1080, -3.8166, 4.4191], [2.7809, -0.2644, -0.0543], [1.3820, 1.1641, -1.5948], [-0.8048, -1.8667, 5.4423], [-0.1809, 1.3700, -2.0281], [-0.3374, -0.6528, 1.9309], [-1.0382, 0.0248, -2.3302], [0.4402, -4.9119, 5.4734], [-0.7169, 5.2902, -5.9477], [-3.3321, 1.3397, -1.5081], [1.0653, -1.2069, -1.6496], [-1.2456, 4.4741, -4.9193], [2.0406, -2.4122, 0.6717], [-2.3800, -2.6222, 7.1659], [1.9939, 1.0207, -2.6097], [-0.9957, 5.1043, -8.1651], [3.5551, -0.4455, 2.8915], [-2.3363, -0.4720, -0.3910], [1.7565, 2.1479, -1.0819], [1.7898, -3.1735, -1.8475], [1.9800, -4.0474, 3.6723], [-2.3973, 3.1063, -7.5711], [-4.6610, 2.4766, -0.5087], [-3.1664, -0.8890, -2.0323], [-0.2327, -1.4275, 1.0387], [-0.8719, -1.8200, -1.3545], [-1.2559, -0.7634, 5.4004], [2.7590, -1.9552, -2.7746], [-0.1679, 2.0335, -3.0207], [-1.4342, -0.7524, 2.3492], [-1.3634, 0.0706, -3.4781], [-1.0936, 4.5908, -3.8541], [-0.6631, 2.0856, -1.2029], [0.8655, -6.0027, 5.4864], [3.1521, -2.2778, 3.0648], [0.1279, 1.0157, 4.7915], [-2.5713, 2.6746, -5.1029], [1.2538, 1.6604, 3.4167], [-3.2602, 2.2001, -2.2985], [3.8989, -2.0990, 0.7076], [-1.3036, -5.3001, 7.1745], [-0.0793, 6.1564, -5.8269], [-0.2865, 0.4234, 1.4241], [2.0626, 0.7814, 4.9850]], "forces_ev_per_angstrom": [[-0.91, 0.20, 1.55], [-3.44, -0.06, 2.42], [-0.75, -3.28, -2.95], [2.73, 0.18, 2.53], [2.19, -2.21, -3.65], [-1.17, 0.07, 1.81], [0.00, 0.02, 0.04], [3.90, -0.64, -4.77], [1.46, 2.70, -2.28], [1.05, -0.74, 0.04], [3.72, -0.81, -3.36], [0.05, -0.11, 0.04], [0.06, 0.01, 0.06], [1.74, -0.71, 0.10], [-1.42, -2.56, 2.41], [-0.45, 0.09, -0.49], [-0.57, 0.42, -0.39], [-4.23, 1.47, 3.29], [1.57, 0.75, 1.60], [-1.22, 1.81, -2.21], [0.96, -4.03, 0.46], [0.26, 1.63, 0.01], [-1.11, 0.59, -1.90], [-2.35, 1.38, -0.29], [-1.41, 3.70, -0.42], [0.08, 0.10, -0.40], [-2.87, 0.65, 4.35], [-0.73, 0.73, 0.04], [-0.16, -0.34, 0.11], [1.39, 2.02, 0.26], [2.13, -1.01, -1.48], [-0.97, 0.22, 2.46], [-0.02, -0.03, 0.21], [-1.44, -1.67, -1.12], [-0.25, 1.31, -2.24], [-0.62, -2.32, -0.64], [-0.12, 1.69, -1.41], [-1.90, 0.26, 1.78], [0.15, 0.25, 0.25], [0.47, -0.82, -0.28], [1.51, 1.79, 0.96], [-0.30, 1.40, 1.80], [0.59, 0.46, -1.22], [1.20, -2.73, 0.08], [-0.54, 0.15, 1.69], [-0.03, -1.50, 2.16], [2.29, 0.06, -0.61], [0.97, -0.27, 2.46], [-0.06, 0.03, -0.14], [0.76, -1.98, -1.69], [-1.04, 2.35, 0.11], [-0.69, 2.12, -1.28], [2.32, -0.43, -0.95], [0.04, 0.14, -0.06], [0.12, -1.55, 1.87], [0.27, -2.04, 1.13], [-2.30, 1.27, 0.19], [1.14, 1.74, -1.59], [-0.13, -0.15, -0.04], [-0.05, -2.18, 1.01], [-1.83, 0.35, -1.39]], "mulliken_charge": [0.098, -0.340, -0.323, -0.260, 0.555, -0.178, -0.033, -0.597, -0.327, -0.622, -0.421, -0.513, -0.434, -0.755, 0.465, -0.473, -0.919, -0.223, 0.892, -0.734, -0.260, -0.483, -0.518, 0.253, -0.405, -0.739, -0.136, -0.476, -0.090, 0.245, 0.296, 0.298, 0.379, 0.355, 0.185, 0.337, 0.287, 0.145, 0.204, 0.278, 0.375, -0.096, 0.421, 0.082, 0.278, 0.051, 0.492, 0.268, 0.476, 0.379, 0.285, 0.398, 0.261, 0.391, 0.248, 0.266, 0.310, 0.293, 0.377, 0.137, 0.299], "orbital_gap_ev": 4.52, "lumo_ev": -5.89, "e_tot_ha": -1581.61518, "total_charge": 1}

***

Number 1 is which compound? C21H32ClN6O